Record 1
The following is a DFT calculation (ωB97M-V with the def2-TZVPD basis set) of C22H45N2P3PmSe2 as an isolated structure.

```
! wB97M-V def2-TZVPD RIJCOSX def2/J DEFGRID3
* xyz 3 5
Pm -0.650 0.674 0.974
P -0.997 -1.959 0.120
P 1.699 -0.517 2.109
P -1.242 1.055 -1.901
H 5.406 5.668 -0.678
C 4.488 6.251 -0.826
C 3.316 6.005 -0.161
H 3.158 5.237 0.658
C 0.111 -2.809 -1.071
C -0.977 -3.207 1.429
C -2.561 -2.377 -0.685
C 3.046 0.730 2.163
C 1.623 -1.028 3.878
C 2.602 -1.960 1.434
C -0.453 2.548 -2.615
C -2.996 1.339 -2.407
C -0.726 -0.220 -3.145
H 4.665 7.063 -1.556
H 2.411 6.623 -0.346
H -0.307 -3.826 -1.205
H 1.137 -2.857 -0.698
H 0.139 -2.281 -2.028
H -0.996 -4.201 0.948
H -1.840 -3.106 2.090
H -0.079 -3.114 2.050
H -2.496 -3.435 -0.989
H -2.742 -1.747 -1.561
H -3.402 -2.247 -0.007
H 3.827 0.385 2.857
H 2.661 1.703 2.518
H 3.460 0.867 1.154
H 2.617 -1.395 4.174
H 0.888 -1.836 3.999
H 1.326 -0.174 4.499
H 3.333 -2.310 2.172
H 3.128 -1.676 0.511
H 1.908 -2.770 1.195
H -0.828 2.723 -3.631
H 0.635 2.439 -2.630
H -0.697 3.424 -1.997
H -3.022 2.011 -3.279
H -3.534 1.815 -1.582
H -3.503 0.400 -2.670
H -0.938 0.133 -4.169
H -1.278 -1.162 -2.984
H 0.353 -0.440 -3.063
C 4.020 0.947 -2.390
C 4.086 2.112 -1.615
C 4.935 3.110 -2.048
C 5.518 3.059 -3.325
C 5.371 1.924 -4.129
C 4.613 0.852 -3.667
Se 2.978 -0.427 -1.758
H 1.854 0.507 -2.089
H 3.448 2.209 -0.732
H 5.083 3.936 -1.366
H 6.034 3.923 -3.702
H 5.847 1.913 -5.127
H 4.438 -0.014 -4.316
C -4.835 0.376 0.456
N -4.303 -0.251 1.646
C -4.670 -1.491 2.152
C -3.874 -1.719 3.216
N -3.018 -0.642 3.349
C -1.965 -0.545 4.335
C -3.228 0.260 2.331
Se -2.603 2.096 2.306
H -5.908 0.193 0.423
H -4.355 -0.067 -0.438
H -4.618 1.462 0.483
H -5.487 -2.014 1.702
H -3.877 -2.516 3.918
H -2.387 -0.758 5.315
H -1.186 -1.263 4.089
H -1.550 0.459 4.325
*
```

Its lowest unoccupied orbital energy (alpha / beta) is -10.15 / -9.89 eV. The energy relative to the best compared isomer or geometry (same formula, charge and spin) is 6.4 kcal per mole. The energy is -201611.45782 eV. The value obtained for the HOMO-LUMO gap (alpha / beta) is 0.19056 / 0.20004 Eh. The molar mass is 733.46 g mol⁻¹.



Record 2
The following is a DFT calculation (ωB97M-V with the def2-TZVPD basis set) of a single C5H2S molecule.

```
! wB97M-V def2-TZVPD RIJCOSX def2/J DEFGRID3
* xyz 0 1
C -3.682 -0.592 -0.014
C -2.603 0.048 0.002
C -1.267 0.557 0.002
C 0.004 0.637 -0.115
C 1.412 0.773 0.030
S 2.482 -0.576 0.002
H -4.789 -1.038 0.239
H 1.898 1.717 0.296
*
```

Its lowest unoccupied orbital energy is -1.77 eV. The energy relative to the best compared isomer or geometry (same formula, charge and spin) is 27.4 kcal per mole. The energy is -16046.93649 eV. The value obtained for the HOMO-LUMO gap is 0.27187 Eh. The molar mass is 94.14 g mol⁻¹. The SMILES is C#CC#CC=S.



Record 3
The following is a DFT calculation (ωB97M-V with the def2-TZVPD basis set) of C2H6F2Si as an isolated structure.

```
! wB97M-V def2-TZVPD RIJCOSX def2/J DEFGRID3
* xyz 0 1
C -1.384 0.563 0.493
C -0.677 -0.625 -0.096
F 2.623 -0.925 0.563
F 1.947 1.368 -0.087
Si 1.703 -0.159 -0.498
H -0.914 0.880 1.420
H -1.389 1.402 -0.199
H -2.419 0.296 0.714
H -1.062 -0.919 -1.066
H -0.642 -1.477 0.573
H 2.214 -0.405 -1.816
*
```

Its lowest unoccupied orbital energy is 1.00 eV. The energy relative to the best compared isomer or geometry (same formula, charge and spin) is 53.2 kcal per mole. The energy is -15486.05611 eV. The value obtained for the HOMO-LUMO gap is 0.38663 Eh. The molar mass is 96.15 g mol⁻¹.



Record 4
The following is a DFT calculation (ωB97M-V with the def2-TZVPD basis set) of a 2-piece molecular cluster, C5H8N overall.

```
! wB97M-V def2-TZVPD RIJCOSX def2/J DEFGRID3
* xyz 1 1
C 1.737 -0.678 0.722
C 1.993 0.707 0.218
C 0.979 0.747 -0.900
C 0.648 -0.750 -0.664
C -2.512 -0.585 0.380
N 0.944 -1.565 0.292
H 1.700 1.316 1.054
H 3.018 0.910 0.047
H 0.258 1.391 -0.626
H 1.279 0.841 -1.920
H -2.514 -1.512 0.871
H -3.028 -0.654 -0.549
H -1.490 -0.280 0.087
H -3.013 0.111 0.987
*
```

Its lowest unoccupied orbital energy (alpha / beta) is -6.88 / -6.82 eV. The energy relative to the best compared isomer or geometry (same formula, charge and spin) is 179.5 kcal per mole. The energy is -6790.30621 eV. The value obtained for the HOMO-LUMO gap (alpha / beta) is 0.30817 / 0.31335 Eh. The molar mass is 82.13 g mol⁻¹.



Record 5
The following is a DFT calculation (ωB97M-V with the def2-TZVPD basis set) of a 2-piece molecular cluster, C14H16 overall.

```
! wB97M-V def2-TZVPD RIJCOSX def2/J DEFGRID3
* xyz 1 2
C -2.613 2.483 1.356
C 0.403 -0.044 2.994
C -0.889 -0.584 2.812
C 0.665 1.256 2.598
C -1.941 0.234 2.354
C -0.280 1.929 1.832
C -1.588 1.491 1.884
H 1.134 -0.752 3.337
H -1.093 -1.532 3.298
H 1.658 1.679 2.696
H -2.898 -0.246 2.206
H -0.047 2.845 1.303
H -2.725 2.794 0.320
H -2.550 3.378 1.994
H -3.609 2.174 1.715
C 1.648 -3.078 -2.902
C -0.063 -0.440 -0.925
C 0.491 -1.675 -1.211
C 0.407 0.646 -1.697
C 1.449 -1.750 -2.250
C 1.409 0.570 -2.685
C 2.032 -0.629 -2.885
H -0.741 -0.228 -0.118
H 0.161 -2.566 -0.701
H -0.141 1.579 -1.619
H 1.732 1.486 -3.160
H 0.877 -3.287 -3.645
H 1.567 -3.815 -2.083
H 2.882 -0.693 -3.550
H 2.663 -3.223 -3.268
*
```

Its lowest unoccupied orbital energy (alpha / beta) is -4.19 / -7.95 eV. The energy relative to the best compared isomer or geometry (same formula, charge and spin) is 19.7 kcal per mole. The energy is -14768.22211 eV. The value obtained for the HOMO-LUMO gap (alpha / beta) is 0.28003 / 0.14151 Eh. The molar mass is 184.28 g mol⁻¹.



Record 6
The following is a DFT calculation (ωB97M-V with the def2-TZVPD basis set) of C52H78N4O4Tl as an isolated structure.

```
! wB97M-V def2-TZVPD RIJCOSX def2/J DEFGRID3
* xyz -1 1
Tl 0.134 -0.129 -0.141
C -0.175 1.407 3.443
O -0.162 0.199 2.696
C -0.309 -0.903 3.527
C -1.594 -1.349 3.841
C -2.815 -0.871 3.083
C -3.308 -1.971 2.166
C -4.201 -2.912 2.645
C -4.643 -3.996 1.888
C -4.092 -4.118 0.618
C -3.191 -3.200 0.098
C -2.548 -3.457 -1.249
C -1.294 -4.288 -1.061
C -1.395 -5.630 -0.725
C -0.278 -6.413 -0.440
C 0.962 -5.792 -0.448
C 1.116 -4.450 -0.790
C 2.486 -3.806 -0.709
C 2.880 -3.617 0.740
C 3.565 -4.616 1.418
C 3.882 -4.526 2.769
C 3.434 -3.384 3.432
C 2.751 -2.363 2.795
C 2.219 -1.191 3.590
C 0.818 -1.503 4.078
C 0.635 -2.466 5.068
C -0.627 -2.857 5.492
C -1.726 -2.307 4.835
C -0.846 -3.839 6.642
C -1.654 -3.134 7.743
C 0.472 -4.319 7.252
C -1.621 -5.066 6.144
C 2.508 -2.411 1.390
O 1.997 -1.412 0.746
C 4.700 -5.578 3.517
C 5.982 -4.929 4.066
C 3.888 -6.149 4.688
C 5.115 -6.739 2.612
C -0.017 -3.728 -1.151
O 0.125 -2.437 -1.640
C 0.227 -2.429 -3.055
C -0.459 -7.904 -0.156
C -1.363 -8.098 1.069
C 0.873 -8.606 0.114
C -1.108 -8.564 -1.384
C -2.824 -2.038 0.826
O -2.109 -1.091 0.304
C -5.709 -4.939 2.443
C -6.994 -4.139 2.717
C -6.054 -6.061 1.463
C -5.227 -5.579 3.752
H 0.689 1.458 4.115
H -0.143 2.237 2.738
H -1.085 1.480 4.046
H -3.607 -0.612 3.790
H -2.566 0.004 2.485
H -4.565 -2.792 3.663
H -4.356 -4.969 -0.002
H -3.250 -3.993 -1.893
H -2.299 -2.501 -1.708
H -2.388 -6.062 -0.667
H 1.854 -6.340 -0.172
H 3.222 -4.441 -1.209
H 2.463 -2.831 -1.194
H 3.854 -5.497 0.854
H 3.618 -3.280 4.499
H 2.872 -1.004 4.447
H 2.203 -0.310 2.950
H 1.522 -2.923 5.487
H -2.728 -2.640 5.084
H -1.160 -2.206 8.039
H -2.659 -2.887 7.398
H -1.742 -3.776 8.624
H 1.052 -3.486 7.655
H 0.261 -5.011 8.072
H 1.083 -4.846 6.516
H -2.549 -4.778 5.648
H -1.021 -5.628 5.426
H -1.869 -5.726 6.981
H 5.746 -4.132 4.773
H 6.607 -5.669 4.577
H 6.558 -4.491 3.248
H 3.603 -5.363 5.389
H 2.972 -6.619 4.322
H 4.469 -6.898 5.234
H 5.690 -6.383 1.755
H 5.742 -7.436 3.174
H 4.245 -7.288 2.242
H 0.379 -1.394 -3.359
H -0.686 -2.821 -3.515
H 1.070 -3.046 -3.384
H -0.867 -7.722 1.967
H -2.305 -7.559 0.963
H -1.587 -9.159 1.214
H 1.374 -8.180 0.986
H 0.692 -9.666 0.309
H 1.542 -8.528 -0.745
H -2.124 -8.199 -1.541
H -0.527 -8.343 -2.281
H -1.150 -9.650 -1.257
H -7.314 -3.624 1.809
H -7.804 -4.797 3.050
H -6.827 -3.384 3.488
H -6.401 -5.659 0.509
H -5.190 -6.704 1.275
H -6.852 -6.680 1.880
H -5.016 -4.820 4.508
H -5.989 -6.255 4.155
H -4.311 -6.149 3.583
N 2.435 2.305 -0.987
C 2.619 3.690 -0.566
C 1.767 3.981 0.665
N 0.329 3.816 0.460
H 2.811 1.659 -0.300
H 2.910 2.121 -1.860
H 2.277 4.346 -1.374
H 3.667 3.955 -0.357
H 1.954 5.008 0.986
H 2.074 3.319 1.480
H 0.019 4.403 -0.307
H 0.139 2.863 0.164
N -2.609 1.705 -0.886
C -3.605 2.318 -1.765
C -2.952 2.957 -2.987
C -2.361 1.960 -3.999
C -0.933 2.338 -4.377
N -0.026 2.022 -3.273
H -2.578 0.692 -0.975
H -2.847 1.861 0.085
H -4.129 3.108 -1.223
H -4.361 1.593 -2.089
H -2.148 3.600 -2.618
H -3.686 3.608 -3.472
H -2.975 1.920 -4.901
H -2.343 0.953 -3.570
H -0.921 3.404 -4.651
H -0.617 1.776 -5.261
H -0.453 2.211 -2.370
H 0.835 2.547 -3.325
*
```

Its lowest unoccupied orbital energy is 2.28 eV. The energy is -74038.14521 eV. The value obtained for the HOMO-LUMO gap is 0.23053 Eh. The molar mass is 1027.60 g mol⁻¹.